A cluster of 13 separate species, C69H163N9O13 in total at a distorted geometry, computed with ωB97M-V with the def2-TZVPD basis set.

Summary:
E_tot in eV: -114217.531
Gap between HOMO and LUMO in Ha: 0.3148
Net charge: 0
Relative energy (zero: lowest compared OMol25 entry of this formula, charge and spin) in kJ/mol: 0.0

Atoms and positions in Å:
C1 -0.75173 3.44525 -4.73914
C2 -1.55206 4.57083 -5.33510
O1 -0.74468 5.50472 -6.09056
H1 -0.16294 2.88889 -5.46910
H2 -1.39908 2.68483 -4.30509
H3 -0.06550 3.81346 -3.97266
H4 -1.97543 5.22857 -4.57902
H5 -2.36267 4.16996 -5.95682
H6 -0.30468 4.96231 -6.76921
C3 -6.32632 0.00947 0.66894
C4 -6.22033 -0.45066 2.08152
O2 -4.93011 -0.03314 2.55826
H7 -6.18770 1.09740 0.62000
H8 -7.26854 -0.28822 0.21410
H9 -5.49800 -0.43749 0.10858
H10 -6.19515 -1.54235 2.08022
H11 -7.01516 -0.11035 2.72481
H12 -4.77734 -0.32433 3.46461
C5 2.25379 -2.42120 5.04219
C6 1.06057 -2.71279 5.89493
O3 0.24839 -3.69372 5.21858
H13 2.81822 -1.60560 5.46649
H14 1.92506 -2.15029 4.02966
H15 2.84355 -3.34253 5.02240
H16 0.40134 -1.87307 6.11781
H17 1.36420 -3.15459 6.85117
H18 -0.45589 -4.01392 5.76995
C7 -1.37111 6.58135 -1.25082
C8 -0.28563 6.65425 -2.29048
O4 0.59779 7.72947 -1.93594
H19 -0.93636 6.38433 -0.28345
H20 -2.10567 5.81266 -1.49094
H21 -1.88450 7.55848 -1.18801
H22 -0.79747 6.90543 -3.23305
H23 0.32043 5.75840 -2.46096
H24 0.17284 8.55818 -2.14120
C9 1.59614 1.13044 5.08295
C10 1.49985 2.68074 5.20267
C11 2.95797 3.23822 5.42401
C12 3.04540 4.73039 5.33666
C13 2.42710 5.21366 4.08086
C14 0.95384 4.70156 3.82262
N1 0.96167 3.25166 3.96214
O5 -0.37902 2.77402 3.82372
C15 -0.01847 5.50899 4.74327
C16 0.60691 5.04485 2.36757
C17 0.72409 2.96551 6.52556
H25 2.03725 0.79793 6.01459
H26 2.21939 0.90530 4.21410
H27 0.64241 0.63453 4.97532
H28 3.28352 2.82549 6.37586
H29 3.55221 2.78485 4.60952
H30 4.11006 4.93682 5.35125
H31 2.49779 5.27248 6.11795
H32 2.95106 5.00649 3.15938
H33 2.30189 6.29440 4.07011
H34 0.24164 5.52452 5.80863
H35 0.02531 6.53905 4.36853
H36 -1.09590 5.24466 4.64842
H37 1.38972 4.72109 1.68818
H38 -0.38158 4.63691 2.18302
H39 0.54971 6.09978 2.15412
H40 0.94739 3.95661 6.95777
H41 1.03115 2.20278 7.24828
H42 -0.34306 2.78885 6.39019
H43 -0.92540 3.14055 4.54309
C18 -2.87770 -5.11711 -3.11496
C19 -3.88007 -5.28659 -1.90626
C20 -3.50361 -4.21779 -0.89415
C21 -4.06881 -2.80397 -1.29414
C22 -5.49632 -2.91742 -1.67970
C23 -5.85502 -3.98943 -2.70835
N2 -5.30715 -5.24776 -2.17353
O6 -5.61289 -6.18807 -3.29572
C24 -7.40095 -4.14270 -2.71677
C25 -5.45022 -3.49742 -4.12829
C26 -3.55779 -6.61403 -1.22905
H44 -1.91505 -5.48561 -2.79361
H45 -2.72016 -4.09220 -3.42344
H46 -3.28277 -5.73535 -3.91497
H47 -3.95062 -4.52092 0.04900
H48 -2.41844 -4.28484 -0.73874
H49 -3.43415 -2.42377 -2.08405
H50 -3.98026 -2.12634 -0.42145
H51 -5.88791 -1.97478 -2.09161
H52 -6.11126 -3.11054 -0.80031
H53 -7.62071 -4.66899 -1.79303
H54 -7.87918 -3.15293 -2.68182
H55 -7.69190 -4.78955 -3.54273
H56 -4.38030 -3.37866 -4.31426
H57 -5.80258 -4.17339 -4.91494
H58 -5.90044 -2.51784 -4.30057
H59 -3.57722 -7.40075 -1.98120
H60 -4.30028 -6.77912 -0.44225
H61 -2.53030 -6.52093 -0.93842
H62 -6.16278 -6.84078 -2.85745
C27 0.53525 -3.51790 -5.78998
C28 1.45666 -2.99607 -4.63919
C29 2.85768 -3.57982 -4.76583
C30 3.66524 -2.97687 -5.91080
C31 3.74346 -1.52564 -5.73464
C32 2.32708 -0.85502 -5.58565
N3 1.62050 -1.50644 -4.50499
O7 0.24541 -0.95801 -4.53760
C33 2.58513 0.61816 -5.22567
C34 1.66701 -0.91117 -7.00534
C35 0.84572 -3.50430 -3.31446
H63 0.26989 -4.55106 -5.52716
H64 1.10889 -3.54673 -6.72178
H65 -0.32786 -2.87687 -5.91972
H66 3.36372 -3.44613 -3.79521
H67 2.77806 -4.67045 -4.82806
H68 3.15362 -3.23125 -6.84056
H69 4.66008 -3.44005 -5.96529
H70 4.23806 -1.08991 -6.60740
H71 4.33110 -1.19974 -4.86963
H72 3.35560 0.78370 -4.48254
H73 2.80159 1.17627 -6.13370
H74 1.68279 1.13139 -4.91493
H75 0.59412 -0.80128 -6.85265
H76 2.02903 -0.09553 -7.65011
H77 1.84624 -1.83259 -7.57555
H78 -0.19257 -3.22525 -3.10776
H79 1.39299 -3.13902 -2.42885
H80 0.87166 -4.60076 -3.34746
H81 0.18599 -0.39416 -3.75328
C36 -0.82847 -0.48441 2.55399
C37 -0.43784 -0.35146 1.10541
C38 -1.57097 -0.80953 0.14675
C39 -1.35919 -0.50132 -1.34468
C40 -1.01413 0.96029 -1.44342
C41 0.16504 1.42899 -0.63649
N4 -0.09563 1.04731 0.78232
O8 1.08449 1.38963 1.52170
C42 1.47618 0.88989 -1.28506
C43 0.18982 2.98047 -0.69978
C44 0.74124 -1.41202 0.83862
H82 -1.15805 -1.51529 2.66933
H83 -1.58964 0.26331 2.83258
H84 0.08632 -0.28725 3.13102
H85 -1.73622 -1.87787 0.38747
H86 -2.49285 -0.27985 0.47507
H87 -2.31445 -0.61292 -1.86267
H88 -0.60381 -1.22808 -1.67333
H89 -1.87818 1.56510 -1.11797
H90 -0.86011 1.31119 -2.47183
H91 1.66667 1.55430 -2.14506
H92 2.31833 1.02916 -0.58852
H93 1.43351 -0.14712 -1.62647
H94 -0.69463 3.33314 -0.15614
H95 1.09028 3.43823 -0.23876
H96 0.15892 3.21718 -1.75940
H97 0.88057 -1.76272 -0.18796
H98 0.47242 -2.26077 1.45520
H99 1.68778 -0.94342 1.13674
H100 0.84024 2.10321 2.14287
C45 3.87054 -3.85762 1.99687
C46 3.43221 -5.28929 1.83242
C47 4.66604 -6.16764 2.07981
C48 4.37585 -7.64391 2.20772
C49 3.16222 -7.86579 3.14408
C50 1.94372 -6.96954 2.92120
N5 2.40738 -5.54469 2.87389
O9 1.22118 -4.80415 2.47061
C51 1.23904 -7.53452 1.64798
C52 1.02369 -7.12161 4.10905
C53 2.98911 -5.45892 0.34749
H101 4.75701 -3.68386 1.39893
H102 4.08318 -3.64170 3.04188
H103 2.99894 -3.25974 1.71990
H104 5.34512 -5.88799 1.25413
H105 5.10138 -5.71768 2.98121
H106 5.23814 -8.18808 2.59456
H107 4.15426 -8.09658 1.24003
H108 3.43650 -7.67633 4.18742
H109 2.80662 -8.89809 3.15390
H110 0.58880 -8.36030 1.96732
H111 0.53785 -6.75156 1.32304
H112 1.90163 -7.84153 0.85730
H113 1.47671 -6.88684 5.06777
H114 0.09447 -6.53388 4.00461
H115 0.74891 -8.17534 4.18550
H116 3.28653 -6.44032 -0.02602
H117 3.51820 -4.67624 -0.21526
H118 1.92048 -5.28226 0.20504
H119 0.92953 -4.42793 3.32272
C54 -3.02330 4.87388 1.49145
C55 -3.54758 3.62464 2.18385
C56 -5.02100 3.90038 2.68272
O10 -4.96258 4.90910 3.68109
C57 -6.25132 5.35560 4.05049
N6 -3.53778 2.51949 1.22904
H120 -3.71911 5.20001 0.71231
H121 -2.11472 4.59113 0.96191
H122 -2.91326 5.75685 2.12787
H123 -3.00626 3.42463 3.10932
H124 -5.41945 2.95283 3.07881
H125 -5.63477 4.27217 1.87115
H126 -6.11335 6.11632 4.82864
H127 -6.86455 4.57439 4.48350
H128 -6.80568 5.82571 3.20865
H129 -3.98683 1.69069 1.60427
H130 -2.56907 2.17121 1.19343
C58 7.38245 3.85210 0.63047
C59 6.32706 4.82618 1.14302
C60 5.20655 4.94329 0.11741
O11 4.19297 5.84612 0.50310
C61 3.22249 5.94895 -0.50586
N7 5.86541 4.39674 2.48013
H131 6.93730 2.86853 0.54806
H132 8.15262 3.71618 1.39088
H133 7.87304 4.12311 -0.31950
H134 6.74028 5.80109 1.41830
H135 4.78165 3.93282 -0.04383
H136 5.62294 5.27922 -0.84491
H137 2.89049 4.94669 -0.81426
H138 3.59146 6.44675 -1.42017
H139 2.38013 6.47834 -0.06272
H140 5.43396 3.46727 2.37691
H141 5.21004 5.06093 2.87259
C62 5.80924 -0.85728 2.59404
C63 5.39067 0.29907 1.63668
C64 4.78098 -0.22915 0.33903
O12 5.61725 -1.04149 -0.37595
C65 5.00723 -1.60228 -1.51830
N8 4.39980 1.21424 2.25797
H142 6.55096 -1.47132 2.09843
H143 4.97258 -1.50160 2.83958
H144 6.19439 -0.42911 3.51605
H145 6.22102 0.93200 1.31599
H146 4.54968 0.65525 -0.28229
H147 3.86351 -0.78163 0.60881
H148 4.12114 -2.15250 -1.19398
H149 5.81890 -2.14738 -1.99765
H150 4.60925 -0.77635 -2.13293
H151 4.68473 1.27118 3.22441
H152 3.42906 0.92220 2.18932
C66 -6.39794 3.09918 -1.98877
C67 -4.96164 2.67860 -2.10731
C68 -4.79110 1.99440 -3.46760
O13 -3.44801 1.58214 -3.73667
C69 -3.45368 0.60152 -4.75681
N9 -4.03113 3.79401 -1.86855
H153 -7.12729 2.32325 -2.24195
H154 -6.68470 3.97347 -2.58163
H155 -6.64661 3.45301 -0.98658
H156 -4.76887 1.86966 -1.36555
H157 -5.09346 2.68038 -4.29659
H158 -5.41731 1.08928 -3.55791
H159 -2.43884 0.46084 -5.14468
H160 -4.09220 1.01915 -5.55317
H161 -3.89355 -0.36196 -4.43323
H162 -3.09048 3.54686 -2.20530
H163 -3.89410 3.89049 -0.86215

A cluster of 2 separate species, C3H7O3 in total, computed with ωB97M-V with the def2-TZVPD basis set.

Summary:
E_tot in eV: -9368.594
Gap between HOMO and LUMO in Ha: 0.3175
Net charge: -1
Relative energy (zero: lowest compared OMol25 entry of this formula, charge and spin) in kJ/mol: 54.5

Atoms and positions in Å:
C1 -0.88287 2.07142 1.19865
C2 -0.08735 0.78122 0.99191
O1 0.54752 0.68111 -0.10148
O2 -0.16444 -0.07773 1.89003
H1 -0.72816 2.48426 2.19364
H2 -1.94550 1.84287 1.08535
H3 -0.64629 2.81841 0.43927
C3 -0.22149 -1.71668 -2.06730
O3 1.01216 -1.58341 -1.40060
H4 0.88067 -0.84720 -0.74095
H5 -1.03214 -1.83137 -1.34002
H6 -0.44259 -0.86341 -2.72293
H7 -0.16472 -2.59730 -2.71566

A cluster of 2 separate species, C5H6N6 in total at a distorted geometry, computed with ωB97M-V with the def2-TZVPD basis set.

Summary:
E_tot in eV: -14217.525
Gap between HOMO and LUMO in Ha: 0.3307
Net charge: 0
Relative energy (zero: lowest compared OMol25 entry of this formula, charge and spin) in kJ/mol: 602.8
Structure (SMILES): C=C/N=N/n1ccnn1.C#N

Atoms and positions in Å:
C1 -2.21088 -0.79205 -1.84262
C2 -1.41863 -1.49555 -0.95253
N1 -0.29843 -0.94357 -0.30043
N2 0.30804 0.05974 -0.64997
N3 1.39566 0.30185 0.18442
C3 1.87783 -0.53278 1.14908
C4 2.71242 0.21747 1.87724
N4 2.80994 1.46152 1.26055
N5 1.98552 1.47324 0.29304
H1 -2.05413 0.27573 -2.09303
H2 -3.01501 -1.29449 -2.27480
H3 -1.49417 -2.52296 -0.66502
H4 1.24273 -1.30103 1.45852
H5 3.31531 -0.04759 2.78080
C5 0.14010 2.71639 2.18817
N6 -0.21353 1.82127 2.79774
H6 0.37864 3.66312 1.63027

The molecule C3H4N2S2 at a distorted geometry, computed with ωB97M-V with the def2-TZVPD basis set.

Summary:
E_tot in eV: -27823.134
Gap between HOMO and LUMO in Ha: 0.3063
Net charge: 0
Relative energy (zero: lowest compared OMol25 entry of this formula, charge and spin) in kJ/mol: 352.7
Structure (SMILES): CC1=NN=CSS1

Atoms and positions in Å:
C1 -1.72322 -0.86321 0.18067
C2 -0.48017 -0.23066 -0.14110
N1 -0.33002 1.00347 0.18412
N2 0.69170 1.74484 -0.07655
C3 1.86963 1.24305 0.05791
S1 2.68079 -0.73420 0.10670
S2 0.88603 -1.05608 -0.97898
H1 -2.21349 -1.18196 -0.69037
H2 -2.37498 -0.03360 0.54948
H3 -1.74757 -1.81161 0.77640
H4 2.74129 1.91994 0.03171